# C5H9NO

A single C5H9NO molecule in a non-equilibrium geometry (wB97M-V/def2-TZVPD, the OMol25 dataset).

Each line ends with the Löwdin charge.
Element x y z (Å)
N  0.97881  0.95456  -0.15022  -0.04
C  1.59902  -0.37393  0.44144  -0.12
C  0.23304  -0.99903  1.08195  -0.18
C  -1.08906  -0.25710  0.46978  -0.12
C  -0.44257  0.80012  -0.51184  -0.37
C  -0.78033  0.62841  -1.98273  -0.26
O  -1.76506  0.93363  -2.61411  0.04
H  0.85426  1.67205  0.51442  0.07
H  2.30116  -0.07846  1.26766  0.10
H  2.14775  -1.05159  -0.21529  0.09
H  0.22830  -2.16235  1.10679  0.10
H  0.16433  -0.89166  2.22857  0.10
H  -1.63900  -1.14270  -0.06728  0.13
H  -1.66324  0.39285  1.26340  0.13
H  -0.96299  1.90950  -0.41281  0.18
H  -0.16442  -0.33429  -2.41974  0.15

Output
gap between HOMO and LUMO = 10.0 eV
LUMO level = 0.789 eV
total charge = 0
SMILES string = O=C[C@H]1CCCN1
HOMO = -0.33794 Ha
relative energy (zero: lowest compared OMol25 entry of this formula, charge and spin) = 83.99 kcal per mole

# C5H6N2OS2

A single C5H6N2OS2 molecule in a non-equilibrium geometry (wB97M-V/def2-TZVPD, the OMol25 dataset).

Each line ends with the Löwdin charge.
Element x y z (Å)
C  2.32971  0.20221  1.18990  -0.60
C  3.19298  -0.57622  3.13970  -0.78
C  -0.09788  -0.42307  -0.42068  -0.25
C  -0.15781  -0.42971  1.08347  -0.24
C  0.66875  0.75310  -0.90968  -0.44
N  3.32994  0.12645  2.03847  0.06
N  1.16013  -0.63475  1.68332  -0.45
O  3.88564  -0.74688  4.05852  0.06
S  2.39959  0.93387  -0.33683  1.03
S  1.45255  -1.28079  3.20197  1.00
H  0.27437  -1.36665  -0.73941  0.12
H  -1.04785  -0.45771  -0.76215  0.08
H  -0.79646  0.43711  1.27007  0.13
H  -0.62343  -1.31767  1.48684  0.10
H  0.82265  0.62754  -1.98349  0.07
H  0.09274  1.71333  -0.74081  0.11

Output
gap between HOMO and LUMO = 8.5 eV
LUMO level = 0.122 eV
total charge = 0
SMILES string = O=c1nc2n(s1)CCCS2
HOMO = -0.30750 Ha
relative energy (zero: lowest compared OMol25 entry of this formula, charge and spin) = 2.39 kcal per mole

# C20H16ClFN4O2Pt

A molecular structure, C20H16ClFN4O2Pt (wB97M-V/def2-TZVPD, the OMol25 dataset).

Each line ends with the Löwdin charge.
Element x y z (Å)
Pt  -0.16278  0.32427  -0.45216  1.08
N  0.00139  4.35148  0.86061  0.11
C  1.37747  4.34325  0.89199  -0.07
C  1.75458  3.12093  0.42283  -0.09
N  0.64571  2.39171  0.09890  0.02
C  -0.39359  3.15002  0.37657  -0.27
C  -1.72560  2.60467  0.25541  -0.25
N  -1.85719  1.30669  0.05206  -0.07
C  -3.20141  1.03727  0.03574  -0.08
C  -3.88653  2.19752  0.21883  -0.06
N  -2.94007  3.18750  0.35883  0.12
H  -0.58472  5.09465  1.19636  0.16
H  1.94510  5.18974  1.23305  0.11
H  2.74554  2.72596  0.28259  0.12
H  -3.57610  0.03745  -0.08317  0.11
H  -4.93963  2.40226  0.27891  0.12
H  -3.12880  4.16936  0.45065  0.16
Cl  5.84169  -4.18416  0.37041  0.63
C  4.56022  -3.06579  -0.01408  -0.68
C  4.44615  -2.55459  -1.30808  -0.10
C  3.44060  -1.67178  -1.59937  -0.02
C  2.48499  -1.23713  -0.63986  -0.36
O  1.61299  -0.38429  -1.08458  -0.26
C  2.61883  -1.77302  0.67341  -0.12
C  1.76712  -1.52031  1.84042  -0.24
O  0.78112  -0.82564  1.94046  -0.02
C  3.66401  -2.67708  0.94221  -0.08
H  5.14523  -2.86357  -2.07447  0.10
H  3.32864  -1.27637  -2.60088  0.12
H  2.13427  -2.05924  2.73978  0.12
H  3.75132  -3.07972  1.94449  0.11
F  0.67805  -6.38696  0.32631  0.04
C  0.24427  -5.16526  -0.06718  -0.29
C  -0.73987  -4.53826  0.67193  -0.01
C  -1.17372  -3.28602  0.26736  -0.05
C  -0.63848  -2.65349  -0.85411  -0.31
C  -1.09433  -1.28963  -1.26720  -0.28
C  0.34017  -3.33472  -1.57664  -0.05
C  0.79221  -4.58969  -1.19275  -0.01
H  -1.14553  -5.02708  1.54768  0.11
H  -1.92587  -2.77279  0.85518  0.11
H  -2.17302  -1.21414  -1.09823  0.03
H  -0.92560  -1.16373  -2.34114  0.05
H  0.76743  -2.86554  -2.45477  0.12
H  1.56342  -5.10975  -1.74519  0.12

Output
gap between HOMO and LUMO = 6.7 eV
LUMO level = -0.401 eV
total charge = 0
HOMO = -0.26007 Ha
relative energy (zero: lowest compared OMol25 entry of this formula, charge and spin) = 6.37 kcal per mole

# C2H12O3S2

4 unconnected molecules or ions with the total composition C2H12O3S2 in a non-equilibrium geometry (wB97M-V/def2-TZVPD, the OMol25 dataset).

Each line ends with the Löwdin charge.
Element x y z (Å)
C  0.67385  -1.05833  -0.39139  -0.54
S  -0.81655  -1.90696  -0.12616  0.42
S  -1.07709  -1.77778  1.96403  0.39
C  0.16801  -3.08520  2.72789  -0.37
H  0.69666  -0.93732  -1.47577  0.03
H  0.67677  -0.13455  0.08956  0.01
H  1.53652  -1.54819  0.01226  0.03
H  -0.03589  -4.13158  2.51328  0.03
H  1.16264  -2.58929  2.47983  0.04
H  0.04586  -2.88449  3.77174  -0.01
H  0.79718  4.01021  1.19055  0.00
H  0.48236  3.31651  -0.22830  0.02
O  0.24761  3.37744  0.75632  -0.10
H  0.69853  2.81408  -2.54651  0.07
H  -0.09882  1.83164  -1.92472  0.04
O  0.77863  2.30767  -1.70110  -0.11
H  -2.45378  1.47583  -2.28918  0.07
H  -1.84901  -0.02537  -2.54993  0.11
O  -1.63347  0.94567  -2.27242  -0.10

Output
gap between HOMO and LUMO = 8.8 eV
LUMO level = 0.228 eV
total charge = 0
SMILES string = CSSC.O.O.O
HOMO = -0.31678 Ha
relative energy (zero: lowest compared OMol25 entry of this formula, charge and spin) = 29.21 kcal per mole

Q: Which of these has the lowest LUMO level?
A: C20H16ClFN4O2Pt

Q: Which of these has the lowest relative energy (zero: lowest compared OMol25 entry of this formula, charge and spin)?
A: C5H6N2OS2

Q: Number 1 is which compound?
A: C5H9NO